Record 1
{"formula": "C5H14NO", "method": "ωB97M-V/def2-TZVPD", "species": ["O", "N", "C", "C", "C", "C", "C", "H", "H", "H", "H", "H", "H", "H", "H", "H", "H", "H", "H", "H", "H"], "coordinates": [[2.47580, -1.05051, 1.23465], [-0.89381, -0.16758, 1.34461], [-1.65889, 0.89563, 0.46684], [0.94062, 0.93254, -1.01274], [0.24356, -1.43973, -1.32978], [-1.48950, 0.32341, -0.93547], [-0.06881, -0.10555, -1.19430], [3.24690, -0.43546, 1.31484], [-1.06131, -0.03608, 2.39820], [2.25669, -1.34466, 2.09989], [-1.20433, 1.88110, 0.70113], [-2.17766, -0.52809, -0.99420], [-0.99707, -1.18380, 1.19101], [-1.80070, 1.16871, -1.63759], [0.61801, 2.03453, -1.20565], [1.51358, 1.02885, -0.02030], [-0.51578, -2.12563, -1.39927], [1.26176, -1.77812, -1.09457], [0.09410, -0.06570, 1.17588], [-2.68801, 1.06577, 0.73427], [1.90484, 0.93036, -1.83746]], "forces_ev_per_angstrom": [[0.7, 1.3, -1.2], [-1.3, 0.6, 3.0], [1.4, -0.6, 0.2], [4.6, 3.8, -1.6], [1.4, 3.8, 1.4], [-0.7, 1.6, -1.2], [0.1, -2.8, 0.1], [-0.9, -0.9, 0.1], [0.3, 0.0, -1.9], [0.2, -0.4, 1.3], [0.4, -0.8, -0.4], [0.1, 0.2, -0.4], [-0.8, 0.6, -0.6], [0.2, -1.3, 0.6], [-0.1, -2.0, 0.3], [-1.0, -0.6, -1.1], [-1.7, -1.7, -0.3], [-0.4, 0.1, -0.9], [0.9, 0.4, -0.1], [-0.4, -0.9, 0.4], [-2.8, -0.6, 2.3]], "e_lumo_ev": -3.523, "gap_ha": 0.35305, "total_charge": 1, "e_above_lowest_kj_mol": 245.9, "mol_weight_g_mol": 104.2}


Record 2
{"formula": "C5H14NO", "method": "ωB97M-V/def2-TZVPD", "species": ["O", "N", "C", "C", "C", "C", "C", "H", "H", "H", "H", "H", "H", "H", "H", "H", "H", "H", "H", "H", "H"], "coordinates": [[-0.11085, 2.78091, -1.94162], [-1.45275, 0.65342, -1.09019], [-1.99356, 0.03554, 0.22859], [1.09797, -1.55281, 0.97776], [-0.87982, -0.03826, 1.29798], [2.49385, -1.84482, 0.58261], [0.52215, -0.37013, 0.76496], [-0.45534, 0.63949, -1.35030], [2.53202, -2.69155, -0.10866], [-1.80993, 0.02615, -1.80854], [3.09202, -2.29493, 1.39578], [-2.71743, 0.80632, 0.49713], [-1.64564, 1.63692, -0.94754], [0.48143, -2.42778, 1.17640], [-1.07517, -0.79966, 2.05883], [0.47439, 3.23011, -1.32185], [1.08572, 0.50873, 0.42771], [-0.75326, 0.95807, 1.68455], [0.39841, 2.73138, -2.75761], [3.03519, -0.99377, 0.12726], [-2.31939, -0.99335, 0.10675]], "forces_ev_per_angstrom": [[0.3, -0.1, 0.1], [0.5, -1.9, 1.1], [2.0, 0.2, 0.7], [0.0, 0.2, -1.6], [1.0, -0.1, -1.1], [1.1, -0.7, 0.0], [-0.7, 0.2, 0.7], [0.1, -0.2, 1.2], [-0.3, 0.2, -0.4], [-1.1, 1.3, -0.6], [-0.2, 0.7, 0.1], [-0.5, -0.9, 0.2], [-0.6, 0.2, -1.7], [0.0, 0.2, 0.7], [-0.6, 0.5, 0.0], [0.0, 0.2, 0.0], [0.2, -0.5, 0.1], [-0.3, 0.3, 0.9], [0.0, 0.1, -0.1], [-0.3, -0.4, 0.4], [-0.6, 0.4, -0.7]], "e_lumo_ev": -3.357, "gap_ha": 0.35505, "total_charge": 1, "e_above_lowest_kj_mol": 193.2, "mol_weight_g_mol": 104.2}


Record 3
{"formula": "C5H14NO", "method": "ωB97M-V/def2-TZVPD", "species": ["O", "N", "C", "C", "C", "C", "C", "H", "H", "H", "H", "H", "H", "H", "H", "H", "H", "H", "H", "H", "H"], "coordinates": [[-0.64778, 0.21908, 3.60831], [-0.83319, -0.20611, 0.76008], [-0.47332, 0.73043, -1.52794], [0.17284, -0.59011, -1.88714], [2.13809, -0.12030, -0.35981], [1.43738, -0.93504, -1.12791], [-1.30599, 0.79235, -0.23873], [-1.24530, 1.80497, 0.15551], [0.27717, 1.52387, -1.53845], [-0.47465, -1.46890, -1.87939], [-1.25183, -1.13324, 0.61482], [-2.35122, 0.58159, -0.45402], [1.62390, -1.99850, -1.13054], [0.44220, -0.54238, -2.94388], [-1.13845, 1.08157, -2.32358], [-0.31462, -0.66240, 3.83755], [2.96939, -0.49719, 0.21546], [0.17668, -0.39703, 0.66027], [-1.01952, 0.01824, 1.75909], [-0.09716, 0.86650, 4.05878], [1.91539, 0.93256, -0.25847]], "forces_ev_per_angstrom": [[-0.1, -0.5, -0.5], [-0.1, -0.9, 0.8], [-0.4, 0.7, -0.3], [0.7, -0.1, -0.6], [0.3, 0.0, 0.3], [-1.2, -0.2, 0.2], [0.1, 0.2, -0.7], [0.0, -0.2, 0.4], [0.2, -0.2, 0.3], [-0.4, 0.1, 0.3], [-0.1, 0.4, -0.2], [0.0, -0.1, 0.2], [0.6, -0.1, -0.1], [0.1, 0.1, -0.1], [0.0, -0.4, 0.0], [0.0, 0.4, 0.3], [0.2, 0.0, 0.0], [0.1, 0.4, 0.0], [0.2, 0.4, -0.2], [0.1, -0.1, 0.1], [0.0, 0.1, -0.1]], "e_lumo_ev": -3.172, "gap_ha": 0.39331, "total_charge": 1, "e_above_lowest_kj_mol": 109.3, "mol_weight_g_mol": 104.2}


Record 4
{"formula": "C5H14NO", "method": "ωB97M-V/def2-TZVPD", "species": ["O", "N", "C", "C", "C", "C", "C", "H", "H", "H", "H", "H", "H", "H", "H", "H", "H", "H", "H", "H", "H"], "coordinates": [[2.23079, -1.76261, -0.40244], [0.65414, 1.16927, -1.53401], [-1.77126, -1.05674, 1.40600], [1.60689, 0.70963, -2.23563], [-0.27306, 0.35816, -0.62822], [-0.36155, 0.98077, 0.75448], [-1.65163, 0.45844, 1.41543], [-0.31998, 2.06913, 0.75120], [-0.84522, -1.50066, 1.76635], [2.62448, -1.77695, 0.48653], [0.63309, 2.16684, -1.35430], [-2.47476, 1.03355, 0.97514], [-1.20785, 0.50714, -1.16382], [2.83741, -2.33182, -0.88920], [-2.61912, -1.38982, 1.99878], [-1.97278, -1.46685, 0.41216], [0.45369, 0.64980, 1.40403], [0.17645, -0.62747, -0.61482], [1.77254, -0.35994, -2.15284], [2.21481, 1.36604, -2.84493], [-1.70709, 0.80408, 2.45008]], "forces_ev_per_angstrom": [[0.5, 0.0, 0.4], [0.6, -0.1, 1.3], [-0.4, 0.1, -0.6], [-0.4, -0.4, 0.3], [1.1, 1.6, -0.9], [-0.1, -0.8, 0.8], [-0.2, 1.1, 0.3], [-0.2, 0.1, -0.2], [0.0, -0.1, 0.2], [-0.3, 0.1, -0.2], [-0.4, 0.3, -0.5], [-0.3, -0.7, -0.3], [-0.3, -0.7, 0.2], [-0.1, -0.1, -0.2], [0.1, 0.0, 0.3], [0.2, 0.1, -0.1], [0.3, 0.0, -0.4], [-0.6, -0.3, -0.2], [0.0, 0.0, -0.4], [0.1, 0.0, 0.1], [0.4, 0.0, 0.1]], "e_lumo_ev": -4.575, "gap_ha": 0.37945, "total_charge": 1, "e_above_lowest_kj_mol": 143.7, "mol_weight_g_mol": 104.2}


Record 5
{"formula": "C5H14NO", "method": "ωB97M-V/def2-TZVPD", "species": ["O", "N", "C", "C", "C", "C", "C", "H", "H", "H", "H", "H", "H", "H", "H", "H", "H", "H", "H", "H", "H"], "coordinates": [[1.65365, -1.48853, -2.92263], [-0.76241, 0.73259, -0.95739], [-0.82007, 0.59361, -2.22085], [0.29418, -0.10809, -0.20472], [-0.24593, -0.15241, 2.38275], [-0.30068, -0.85218, 1.00184], [-0.27105, 1.34730, 2.32285], [-1.26875, -1.15691, 0.59847], [0.12503, 1.95354, 3.08856], [0.30727, -1.75773, 1.05665], [-1.64191, 1.00260, -2.76381], [-0.28512, -0.36994, -2.64512], [2.39466, -0.89854, -2.99852], [0.15069, 1.74014, 1.37487], [-1.21304, 1.82275, 2.08003], [1.17743, 0.39684, 0.07621], [0.74293, -0.60077, 2.89277], [-1.32990, 1.48041, -0.54982], [-1.11687, -0.56950, 2.89378], [0.53419, -0.96133, -0.97762], [1.87567, -2.15386, -3.52831]], "forces_ev_per_angstrom": [[-0.8, 1.2, 1.2], [2.0, 0.2, -0.1], [-0.2, -3.9, -0.2], [-1.4, -2.9, -1.2], [1.4, -1.8, 0.4], [0.4, 0.4, -0.9], [-0.5, 1.0, -2.6], [-0.4, -0.1, 0.8], [0.7, 0.1, 1.2], [-0.2, -0.1, 0.0], [-0.1, 1.0, -0.5], [-0.5, 2.5, 0.5], [0.6, 0.6, 0.1], [1.1, -0.4, 0.5], [-1.3, -0.5, 0.8], [0.8, 1.2, -0.2], [-2.3, 1.4, -0.8], [0.3, -0.3, 0.4], [0.3, 0.2, 0.5], [-0.2, 2.0, 1.4], [0.2, -1.8, -1.4]], "e_lumo_ev": -4.891, "gap_ha": 0.35998, "total_charge": 1, "e_above_lowest_kj_mol": 269.0, "mol_weight_g_mol": 104.2}


Record 6
{"formula": "C5H14NO", "method": "ωB97M-V/def2-TZVPD", "species": ["O", "N", "C", "C", "C", "C", "C", "H", "H", "H", "H", "H", "H", "H", "H", "H", "H", "H", "H", "H", "H"], "coordinates": [[-2.65046, -2.49523, -1.80293], [-2.14286, 0.75366, -0.12733], [1.37592, -0.15842, -0.38484], [0.10529, 0.29485, -0.84986], [2.01367, 0.71849, 0.70064], [-0.71795, 1.22175, -0.20616], [1.89330, 0.18491, 2.12506], [1.41428, -1.22937, -0.11019], [1.59309, 1.72497, 0.70818], [3.05121, 0.86826, 0.38438], [1.92109, -0.09334, -1.36165], [-2.27497, -0.19689, -0.52248], [-0.75686, 2.30750, -0.17507], [0.92807, -0.28062, 2.24905], [-2.24217, -2.63215, -2.66480], [2.14313, 1.01517, 2.76740], [-0.23331, -0.20043, -1.77132], [-2.81135, 1.39977, -0.60710], [2.63499, -0.60779, 2.26952], [-2.33469, 0.78430, 0.88335], [-2.90942, -3.37937, -1.50384]], "forces_ev_per_angstrom": [[0.3, 0.3, 0.3], [0.3, 0.4, -0.5], [0.6, 1.8, 0.2], [0.9, -1.2, 0.2], [0.1, 0.1, 0.0], [-2.3, 0.2, -1.2], [1.2, -0.5, -1.2], [-0.1, -0.1, -0.5], [-0.2, 0.1, -0.4], [0.0, -0.1, 0.2], [0.3, -0.5, 0.0], [-0.3, -0.1, 0.3], [1.2, 0.0, 0.6], [-0.5, 0.2, 0.6], [-0.2, -0.2, -0.1], [-0.4, -0.1, 0.6], [-0.6, -0.1, 0.3], [0.3, -0.3, 0.3], [-0.1, 0.1, 0.2], [-0.6, -0.4, 0.0], [0.0, 0.2, 0.0]], "e_lumo_ev": [-11.176, -12.749], "spin_multiplicity": 2, "gap_ha": [0.26907, 0.21103], "total_charge": 2, "e_above_lowest_kj_mol": 284.7, "mol_weight_g_mol": 104.2}